This record from the OMol25 dataset describes C16H48BF4O8S8Y as an isolated structure. The level of theory is ωB97M-V/def2-TZVPD.

Output
HOMO-LUMO gap	9.68	eV
LUMO level	-0.145	hartree
HOMO	-0.501	hartree
charge	+2

XYZ file:
```
86
Properties=species:S:1:pos:R:3:lowdin_charge:R:1
Y 0.135 0.454 -0.447 1.49
B 0.659 3.036 -1.760 -1.41
F 0.095 4.212 -2.237 0.17
F 1.953 2.890 -2.178 0.16
F 0.712 2.927 -0.424 0.14
F -0.078 1.916 -2.212 0.02
C 0.633 -3.101 3.078 -0.23
S 1.686 -1.753 2.389 0.90
O 0.807 -0.957 1.461 -0.67
C 2.029 -0.716 3.950 -0.18
H -0.315 -2.710 3.447 0.03
H 1.185 -3.375 3.977 0.05
H 0.512 -3.959 2.416 0.05
H 1.160 -0.582 4.595 0.05
H 2.548 0.219 3.739 0.03
H 2.789 -1.286 4.484 0.05
C 0.586 3.443 3.409 -0.21
S -0.724 2.477 2.525 0.94
O -0.038 1.508 1.604 -0.62
C -1.272 1.671 4.087 -0.21
H 0.264 4.059 4.249 0.07
H 1.072 4.129 2.715 0.05
H 1.325 2.717 3.746 0.04
H -0.491 1.393 4.795 0.06
H -1.750 0.768 3.707 0.03
H -2.078 2.282 4.495 0.07
C 4.696 0.404 1.395 -0.21
S 3.670 1.368 0.178 0.94
O 2.272 0.899 0.101 -0.64
C 3.622 3.041 1.009 -0.17
H 4.861 -0.620 1.060 0.05
H 4.230 0.464 2.379 0.03
H 5.716 0.790 1.404 0.06
H 4.695 3.225 1.063 0.05
H 3.223 2.995 2.022 0.04
H 3.164 3.759 0.328 0.06
C 2.482 -3.348 -0.747 -0.18
S 0.639 -3.254 -0.596 0.89
O 0.314 -1.846 -0.937 -0.64
C 0.165 -4.228 -2.062 -0.22
H 2.926 -4.332 -0.601 0.07
H 2.943 -2.667 -0.031 0.03
H 2.751 -2.992 -1.741 0.04
H 0.402 -5.252 -1.775 0.06
H 0.715 -4.021 -2.980 0.04
H -0.876 -4.227 -2.384 0.06
C -2.275 -0.063 -4.586 -0.17
S -2.269 -1.138 -3.046 0.95
O -1.405 -0.286 -2.064 -0.66
C -3.973 -0.956 -2.391 -0.21
H -1.226 0.041 -4.864 0.05
H -2.708 0.925 -4.431 0.07
H -2.799 -0.670 -5.324 0.05
H -4.186 0.104 -2.255 0.05
H -4.158 -1.374 -1.402 0.03
H -4.627 -1.388 -3.148 0.06
C -2.246 4.232 0.033 -0.24
S -2.806 2.778 -0.858 0.97
O -1.786 1.733 -0.475 -0.65
C -4.160 2.401 0.285 -0.22
H -2.587 5.162 -0.422 0.08
H -1.164 4.283 -0.086 0.04
H -2.440 4.077 1.094 0.03
H -4.780 1.671 -0.235 0.05
H -4.666 3.357 0.416 0.06
H -3.789 2.011 1.233 0.04
C -2.651 -3.340 1.024 -0.19
S -2.243 -1.671 1.803 0.91
O -1.688 -0.724 0.747 -0.63
C -4.016 -1.052 1.991 -0.18
H -3.231 -3.206 0.112 0.05
H -3.201 -3.919 1.766 0.06
H -1.754 -3.907 0.773 0.02
H -4.091 0.002 2.259 0.04
H -4.549 -1.748 2.638 0.06
H -4.458 -1.225 1.011 0.04
C 3.664 0.018 -3.685 -0.24
S 1.879 0.036 -3.614 0.99
O 1.444 0.007 -2.161 -0.65
C 1.707 -1.689 -4.314 -0.21
H 4.186 -0.764 -3.135 0.07
H 4.081 0.947 -3.295 0.06
H 3.919 -0.084 -4.740 0.07
H 2.365 -2.431 -3.861 0.04
H 1.932 -1.810 -5.373 0.07
H 0.743 -2.157 -4.114 0.03
```